An isolated molecule of C10H20N2O4 in a non-equilibrium geometry, computed with ωB97M-V with the def2-TZVPD basis set.

Output
Energy above the lowest of the compared OMol25 structures with the same formula, charge and spin ... 633.9 kJ/mol
E_HOMO ... -9.56 eV
Orbital gap ... 10.04 eV
DFT total energy ... -803.33487 a.u.

Atoms and positions in Å:
1 C -3.443 1.863 0.855
2 C -2.538 2.245 -0.388
3 C -1.744 1.084 -0.844
4 C -2.620 -0.121 -1.304
5 C -0.696 0.712 0.266
6 N 0.424 -0.086 -0.306
7 C 1.608 0.272 0.009
8 O 1.761 1.016 1.064
9 C 2.695 -0.423 -0.657
10 N 4.106 0.007 -0.276
11 C 2.572 -1.994 -0.592
12 C 2.294 -2.592 0.737
13 O 1.447 -2.280 -1.379
14 C -0.824 0.143 1.560
15 O -1.728 -0.827 1.610
16 O -0.152 0.767 2.644
17 H -3.766 0.803 0.760
18 H -3.023 2.052 1.860
19 H -4.499 2.463 0.798
20 H -3.279 2.570 -1.197
21 H -1.672 3.185 -0.330
22 H -1.093 1.166 -1.736
23 H -3.592 0.459 -1.887
24 H -2.090 -0.778 -2.264
25 H -3.082 -0.606 -0.338
26 H -0.344 1.684 0.713
27 H 0.171 -0.846 -0.905
28 H 2.604 -0.398 -1.726
29 H 4.018 0.785 0.492
30 H 4.645 0.586 -1.052
31 H 3.492 -2.541 -0.929
32 H 3.044 -2.303 1.505
33 H 1.313 -2.556 1.362
34 H 2.362 -3.624 0.660
35 H 1.005 -3.108 -0.889
36 H 0.628 1.223 2.103

natural (NBO) atomic charge list, values in e, 8 entries:
1 C -0.636
2 C -0.404
3 C -0.245
4 C -0.651
5 C -0.200
6 N -0.556
7 C 0.672
8 O -0.715